# 1
77
Properties=species:S:1:pos:R:3:forces:R:3:lowdin_charge:R:1 method="wB97M-V/def2-TZVPD" e_above_lowest_kj_mol=0.0 charge=-1 homo_lumo_gap_ev=5.462 e_lumo_ev=2.28 mol_weight_g_mol=567.9
H -4.549 -3.470 -2.178 -0.12 0.01 0.14 0.0729
Si -1.382 -5.066 -1.267 0.15 0.05 -0.01 0.3217
H -3.235 -5.011 -3.000 -0.09 -0.08 -0.03 0.0110
H -3.347 -4.865 0.308 0.07 -0.15 0.12 0.0016
H -1.649 -4.748 -3.712 0.11 -0.07 -0.16 0.0195
C 0.610 0.546 3.355 0.01 0.00 -0.04 -0.3222
H -1.301 -7.466 -2.036 0.08 -0.06 -0.16 0.0077
C 1.176 6.969 0.803 0.01 0.03 0.04 -0.5642
P 3.444 -2.343 -0.390 0.18 0.02 -0.10 0.8147
H -1.636 -1.195 2.105 -0.04 0.00 0.01 0.0320
H -6.437 -1.836 0.547 0.06 0.01 0.02 0.0856
C -5.077 -3.349 -1.233 -0.23 -0.29 -0.17 -0.0515
H -1.824 -4.600 1.135 0.14 -0.05 0.19 0.0278
H -4.767 -4.153 -0.557 -0.20 0.16 -0.20 0.0642
C 0.394 6.241 -1.478 0.02 0.02 0.03 -0.0627
H 1.875 -0.452 0.928 0.04 -0.01 0.10 0.0659
H -0.631 -2.183 1.054 0.01 -0.01 -0.02 0.0080
H -0.518 8.212 0.214 -0.03 0.03 -0.07 0.0710
C -3.570 -1.552 -0.923 -0.24 -0.09 0.11 -0.3254
H -0.329 0.754 3.868 -0.04 0.01 0.03 0.0252
H 3.156 7.470 0.070 0.09 -0.05 -0.02 0.0869
H -1.314 -7.379 -0.285 0.07 -0.04 0.15 0.0084
H 1.848 7.214 2.835 0.01 0.04 0.03 0.0786
H -5.108 -0.712 0.891 -0.02 -0.04 0.01 0.0935
H 1.651 4.202 0.936 0.04 -0.03 0.08 0.1072
C 1.235 4.539 0.000 -0.06 0.00 -0.10 0.0545
C -2.276 -4.512 -2.854 0.07 -0.04 0.13 -0.2060
N -2.526 -1.128 -1.135 0.80 0.49 -0.33 0.1795
H 4.475 -4.497 0.199 -0.01 -0.02 0.00 0.0382
C -0.134 7.710 1.100 0.07 -0.01 -0.03 -0.0571
H -0.262 5.614 -3.441 -0.01 0.00 -0.03 0.1108
H -2.437 -3.433 -2.862 0.02 0.10 0.00 -0.0016
C 3.992 -4.067 -0.683 0.09 0.05 0.13 -0.3004
C 0.152 5.313 -2.488 0.00 -0.05 -0.03 0.0058
H 1.425 0.778 4.041 0.02 0.00 0.02 0.0239
H 3.003 -3.143 1.895 0.01 0.03 0.00 0.0826
C -1.743 -6.946 -1.188 -0.12 0.20 0.00 -0.2182
H 3.128 -4.665 -0.953 -0.16 -0.11 -0.04 0.0063
C 0.459 3.995 -2.229 0.07 0.28 0.26 -0.2662
C 0.319 -4.476 -1.266 -0.12 -0.01 -0.04 -0.3519
O 0.329 2.912 -3.019 0.04 -0.28 -0.07 0.0239
H 0.867 -4.756 -0.359 0.02 -0.01 0.04 -0.0838
C 1.706 6.402 2.120 -0.03 0.07 -0.04 -0.0763
H 5.780 -1.675 -0.485 0.02 0.00 -0.04 0.0276
Rb 0.554 -1.241 -2.063 -0.27 -0.61 0.06 0.4977
H 5.363 -2.205 1.157 0.01 -0.01 0.01 0.0378
H 4.697 -4.085 -1.515 0.02 0.01 -0.03 0.0307
C 0.992 3.621 -1.002 -0.06 0.38 -0.02 -0.2514
C -2.369 -4.392 0.217 0.12 -0.06 -0.05 -0.1974
H -0.896 7.016 1.445 -0.09 -0.09 0.05 0.0877
H 2.967 -0.726 2.278 0.00 -0.04 0.01 0.0717
C -5.352 -1.738 0.619 -0.09 0.02 0.17 -0.0491
H 0.022 8.463 1.872 0.02 0.09 0.08 0.0762
C 2.208 7.969 0.265 -0.06 -0.01 0.02 -0.0550
H 1.569 -3.066 0.867 -0.01 -0.03 -0.01 0.0312
H 1.872 8.421 -0.666 -0.02 0.02 -0.05 0.0733
H -4.982 -2.414 1.398 -0.01 0.02 -0.02 0.0919
H -6.153 -3.408 -1.408 0.02 0.00 -0.01 0.0902
C 2.119 -1.158 1.738 -0.04 0.15 -0.07 -0.4758
C 2.474 -2.526 1.162 0.01 -0.08 -0.08 -0.4629
P 0.674 -1.234 2.883 -0.02 0.05 0.03 0.8460
H -0.570 -0.412 0.920 -0.02 0.00 0.05 0.0318
H 0.158 7.278 -1.674 -0.02 0.09 -0.01 0.0955
H 2.381 8.767 0.989 0.02 0.08 0.07 0.0770
H 0.881 -4.833 -2.142 0.01 0.07 0.03 -0.0731
C 0.929 5.882 -0.241 0.02 0.02 0.00 -0.1924
O 1.209 2.291 -0.993 0.00 -0.27 -0.08 0.0014
C 5.011 -1.645 0.286 -0.04 -0.05 0.04 -0.3087
H 0.684 1.199 2.483 0.00 0.00 -0.03 0.0348
H -2.501 -3.312 0.156 0.08 -0.09 0.04 -0.0174
H 1.011 5.687 2.558 -0.07 -0.06 0.03 0.0842
H 4.868 -0.603 0.567 -0.02 0.06 0.02 0.0260
B 0.796 1.753 -2.287 0.04 0.24 -0.12 -0.4402
N -4.770 -2.045 -0.674 -0.37 0.08 0.00 -0.1961
C -0.662 -1.249 1.619 0.09 -0.01 0.00 -0.3213
H 2.665 5.905 1.987 0.09 -0.05 -0.03 0.0818
H -2.817 -7.156 -1.185 -0.08 -0.04 0.00 0.0050



# 2
18
Properties=species:S:1:pos:R:3:forces:R:3:mulliken_spin:R:1 method="wB97M-V/def2-TZVPD" e_above_lowest_kj_mol=202.4 homo_lumo_gap_ev="8.360 / 7.427" e_lumo_ev="0.71 / -0.74" mol_weight_g_mol=114.1 s_squared=2.006 multiplicity=3
H -2.087 -0.781 0.682 -0.36 0.61 -0.18 0.0069
C 0.654 2.198 0.219 -1.36 -1.56 -2.73 0.0046
C -0.345 1.093 0.444 0.39 0.09 0.25 -0.0448
H -0.998 -3.050 0.935 -0.91 -1.48 2.78 0.0011
H 1.624 1.885 -0.086 0.45 -1.08 -0.45 0.0104
C -1.087 -0.987 0.330 1.83 0.00 1.10 -0.0272
C -0.855 -2.444 0.135 1.50 1.32 -2.71 -0.0002
H 0.213 -2.598 -0.106 -0.49 0.07 -0.34 0.0030
H -1.434 0.402 -1.273 -1.04 0.60 -1.21 -0.0008
H 0.284 2.727 -0.645 -0.10 0.96 -0.06 -0.0067
H 0.315 -0.185 -1.275 -0.15 -0.16 -0.72 0.0118
C 0.073 -0.209 0.883 -0.82 -0.57 -0.24 0.1023
H -1.394 1.319 0.650 0.14 0.83 0.28 0.0095
H -1.495 -2.762 -0.666 -0.15 -0.61 -0.57 -0.0003
H 0.916 2.787 0.989 -0.05 2.39 3.00 0.0048
P 3.022 -0.319 -0.667 0.19 0.63 0.60 1.9403
H 3.184 0.848 0.212 0.11 -0.92 -0.53 -0.0281
C -0.591 0.074 -0.761 0.84 -1.10 1.72 0.0134



# 3
51
Properties=species:S:1:pos:R:3:forces:R:3:mulliken_spin:R:1 method="wB97M-V/def2-TZVPD" charge=+2 homo_lumo_gap_ev="7.065 / 5.301" e_lumo_ev="-7.78 / -9.55" mol_weight_g_mol=397.4 s_squared=3.768 multiplicity=4
C -0.236 1.665 -2.008 -0.28 2.50 -1.90 0.1218
H 1.755 2.274 -1.490 0.03 0.80 -0.72 0.0159
Tc 0.771 0.352 -0.845 -0.50 0.72 7.62 2.5027
H -2.176 0.753 -2.106 0.45 0.11 -0.05 0.0058
H -1.577 -1.251 -3.123 0.28 0.26 -0.32 -0.0003
H 0.916 -1.846 4.070 -0.61 -0.21 -0.01 0.0001
C -0.091 -2.113 3.689 0.74 1.21 0.36 0.0009
P -0.707 2.119 2.370 -0.07 0.15 -0.65 0.0077
H -1.687 -0.812 0.142 0.68 -0.43 0.57 -0.0062
H -1.919 -0.457 1.829 0.27 0.03 -0.20 0.0102
C 1.732 0.525 1.117 2.08 -0.14 2.36 0.0643
H 2.348 -2.393 1.641 -0.12 0.04 -0.19 0.0028
H -2.747 3.399 1.682 0.10 -0.07 0.12 0.0000
H 0.163 4.384 2.148 0.15 -0.08 -0.17 0.0003
H -0.425 -1.931 -1.369 0.28 -0.14 0.27 0.0073
H -0.156 -0.607 -3.977 -0.26 0.09 0.22 -0.0097
C -1.158 -0.386 1.023 -0.42 -1.45 0.70 0.0250
N 2.172 0.702 2.204 -1.29 -0.66 -3.02 0.0611
C 1.925 0.955 -3.280 0.96 0.04 -0.78 0.0696
C -1.251 -3.225 1.399 -0.38 0.48 -0.33 0.0023
C 0.117 -1.174 -1.928 0.87 -1.93 -1.34 -0.1257
H -1.860 1.423 0.239 -0.48 0.36 -0.45 0.0105
H -0.821 -1.444 4.160 0.15 -0.05 -0.19 -0.0002
H 1.461 -2.865 0.163 -0.19 0.01 0.44 -0.0018
C 1.563 -1.196 -1.863 -0.41 -2.54 -2.26 0.2635
H 3.438 -0.397 -2.488 -0.38 -0.06 -0.02 -0.0019
C -0.992 1.109 0.781 2.05 0.06 1.10 -0.0254
H 1.288 3.188 1.451 -0.23 0.16 0.25 0.0005
H -0.076 3.771 0.496 -0.37 -0.07 0.24 -0.0001
P -0.055 -1.945 1.884 -1.50 -0.88 -1.08 -0.0068
H -1.599 1.336 -3.639 0.12 -0.07 0.04 0.0056
H -2.443 3.265 3.447 -0.44 -0.09 -0.25 0.0005
C 2.414 -0.477 -2.888 0.93 0.20 0.21 0.0683
C 1.183 1.665 -2.207 -0.72 1.06 -1.23 -0.1170
C -0.715 -0.570 -3.034 -0.66 -0.58 -0.75 0.0520
C 1.426 -2.843 1.259 0.84 1.01 0.12 0.0044
H -1.292 -3.988 2.182 -0.02 0.04 -0.32 0.0002
H -0.368 -3.146 3.931 0.30 0.24 -0.22 0.0001
H -0.649 2.625 -1.654 0.28 -0.72 0.60 -0.0043
C 0.235 3.495 1.512 0.01 -0.09 0.43 0.0006
H -2.227 -2.750 1.285 -0.16 -0.39 0.06 -0.0007
H 2.043 -2.067 -1.398 -0.13 0.70 0.05 -0.0165
H -3.121 1.871 2.531 0.23 0.32 0.19 -0.0001
H -0.946 -3.663 0.440 -0.21 0.01 0.28 -0.0006
H 2.534 -1.104 -3.787 -0.31 0.15 0.17 0.0248
C -2.429 2.729 2.488 0.06 0.27 0.22 0.0013
H -0.062 1.591 0.276 -1.05 -0.34 0.57 -0.0204
H 2.808 1.581 -3.451 -0.06 -0.32 -0.33 -0.0134
H 1.353 0.917 -4.204 -0.03 0.15 0.07 -0.0102
H 1.405 -3.883 1.617 -0.47 0.34 0.09 0.0002
C -1.262 0.836 -2.722 -0.07 -0.24 -0.55 0.0309



# 4
83
Properties=species:S:1:pos:R:3:forces:R:3:lowdin_charge:R:1 method="wB97M-V/def2-TZVPD" e_above_lowest_kj_mol=0.0 homo_lumo_gap_ev=6.123 e_lumo_ev=-3.48 mol_weight_g_mol=942.3
O 24.546 14.537 -25.226 0.87 1.10 1.02 -0.1854
H 25.183 16.679 -23.889 -0.33 -0.35 0.09 0.1159
O 23.559 13.526 -29.525 1.75 -0.84 1.17 -0.0574
H 23.427 13.076 -28.666 0.48 0.53 -0.68 0.0472
C 22.401 9.060 -25.643 -0.01 0.93 1.32 -0.2045
C 18.391 12.898 -25.441 -1.96 -0.10 -0.67 -0.2354
H 17.223 6.968 -24.113 0.08 0.28 0.31 0.0875
C 24.235 18.214 -22.841 -0.63 1.01 0.52 -0.2456
O 20.639 9.638 -20.735 0.55 0.27 -0.68 -0.2329
O 23.606 10.779 -22.673 -0.33 -0.48 -0.70 -0.2310
O 24.154 20.144 -25.856 0.95 -0.64 0.23 -0.0548
H 24.453 21.052 -25.756 -0.30 0.12 -0.20 0.0911
H 22.723 9.908 -25.010 -0.14 -0.09 -0.20 0.0953
H 24.219 14.570 -31.533 0.02 -0.19 -0.30 0.0811
S 23.445 13.738 -25.527 1.29 -3.30 -0.18 0.4748
H 21.649 14.184 -29.242 0.04 0.14 0.03 0.1080
H 21.830 12.932 -30.437 0.12 -0.12 -0.19 0.1214
C 19.922 7.627 -23.182 0.45 0.48 0.16 -0.2364
H 23.898 18.553 -21.859 0.75 -0.21 0.33 0.1232
H 24.764 10.302 -29.147 0.13 -0.18 0.36 0.0917
O 20.791 14.923 -26.893 -0.66 -0.72 -1.02 -0.2144
F 23.643 12.368 -24.795 -0.22 0.47 0.46 -0.1452
N 21.490 11.829 -21.735 0.91 -0.84 0.85 -0.4111
F 20.447 16.075 -24.862 -0.19 -0.86 0.51 -0.1643
H 21.742 20.378 -24.851 0.07 -0.47 -0.16 0.1166
H 18.023 6.168 -22.662 -0.22 0.58 -0.03 0.0890
C 18.043 6.348 -23.745 0.11 -1.20 0.11 -0.1058
H 17.880 5.333 -24.133 0.18 0.29 -0.37 0.0876
O 22.955 18.097 -23.463 0.13 -0.05 -0.74 -0.0821
C 22.334 13.819 -30.021 -2.53 0.11 -0.48 -0.3229
S 23.055 11.309 -21.493 1.88 2.74 -1.64 0.4889
N 22.049 14.144 -24.803 -0.93 1.39 -0.75 -0.3732
O 22.487 16.382 -25.856 1.28 0.54 -0.88 -0.2250
F 23.680 12.758 -21.372 -0.17 0.06 -0.40 -0.1644
O 23.560 10.033 -27.457 0.56 -0.19 -1.08 -0.1811
N 21.101 8.620 -25.111 0.17 0.46 0.52 -0.0590
H 22.206 22.392 -24.835 -0.01 0.02 0.11 0.0757
H 23.220 8.349 -25.448 -0.24 -0.27 -0.66 0.1335
H 20.927 20.621 -26.422 0.10 -0.01 0.13 0.1203
C 22.311 9.559 -27.066 -0.87 -1.08 -0.55 -0.2608
H 21.764 8.830 -23.099 -0.54 0.25 0.06 0.0938
C 22.975 20.066 -26.604 -0.33 0.41 0.10 -0.2634
H 21.943 8.716 -27.694 0.56 0.04 -0.02 0.1259
S 20.680 11.053 -20.579 -3.56 -1.36 0.54 0.4737
H 22.700 19.020 -26.728 0.25 -0.15 -0.05 0.1096
O 23.287 13.331 -26.876 -1.01 0.37 -0.13 -0.2320
H 20.705 7.857 -25.654 0.05 0.20 -0.07 0.1115
H 21.415 15.159 -31.410 0.16 -0.76 -0.98 0.1200
H 22.744 15.842 -30.663 -0.05 -0.40 0.50 0.1219
H 26.014 17.051 -22.460 -0.24 0.04 0.60 0.1257
O 23.413 14.570 -32.066 -0.81 -0.16 -0.01 -0.0608
H 17.392 12.456 -25.304 0.42 -0.54 0.82 0.1266
C 22.416 14.869 -31.083 0.92 1.75 0.57 -0.2494
H 19.064 10.994 -26.006 0.26 0.09 -0.40 0.1328
F 19.214 11.517 -21.045 0.71 0.26 -0.15 -0.1941
O 22.122 22.170 -25.762 0.12 -0.44 -0.41 -0.0718
H 18.174 13.365 -26.413 0.94 0.15 -0.07 0.1304
C 24.994 16.933 -22.835 0.28 -0.09 -0.83 -0.2580
H 23.131 10.868 -29.299 -0.10 -0.52 -0.24 0.0770
O 18.600 13.895 -24.450 0.74 -0.07 0.38 -0.1078
O 24.300 15.932 -22.128 0.28 -0.48 0.29 -0.0519
H 17.834 14.483 -24.460 0.32 0.03 0.19 0.1152
C 19.513 11.891 -25.578 -0.69 0.22 0.62 -0.1915
H 19.335 8.527 -22.948 -0.29 -0.29 0.01 0.1209
H 20.071 7.024 -22.281 0.04 0.33 0.22 0.1286
O 19.315 6.807 -24.150 -0.34 -0.07 -0.28 -0.1923
O 20.829 11.561 -19.284 0.29 1.06 0.83 -0.2134
C 21.249 8.101 -23.727 1.11 -0.71 -0.98 -0.1905
S 21.516 15.373 -25.787 -1.17 1.39 1.75 0.4766
H 23.052 18.051 -24.425 0.16 -0.04 0.18 0.0424
Hg 20.875 13.463 -23.035 0.43 -1.11 -0.83 1.3287
H 20.640 10.738 -24.549 -0.26 -0.09 0.63 0.0714
O 20.045 11.477 -24.274 0.12 0.58 -1.63 -0.1558
C 21.869 20.746 -25.870 -0.98 1.11 0.32 -0.2321
H 20.236 12.365 -26.248 0.53 -0.50 0.34 0.1035
H 21.992 7.276 -23.765 -0.44 -0.06 0.12 0.1294
H 23.481 9.067 -29.321 -0.09 0.11 -0.05 0.0880
H 23.677 15.514 -22.724 0.02 0.09 -0.20 0.0425
C 23.739 10.041 -28.899 -0.49 0.81 0.95 -0.0558
H 23.071 20.524 -27.594 0.12 -0.06 -0.06 0.1266
O 23.346 10.754 -20.250 -0.59 -1.15 1.49 -0.1930
H 24.891 18.986 -23.264 -0.39 0.10 -0.26 0.1171
H 21.483 10.279 -27.224 0.41 0.31 0.43 0.1178